1.
153
Properties=species:S:1:pos:R:3:forces:R:3:lowdin_charge:R:1 method="wB97M-V/def2-TZVPD" homo_ev=-7.946 lumo_ev=0.49 largest_force_ha_per_bohr=0.033
C 2.400 2.816 1.219 -0.5 -0.9 0.2 -0.073
C 2.323 2.952 2.746 -0.4 0.5 -0.6 -0.258
N 2.086 1.686 3.421 0.1 0.5 0.0 -0.184
C 3.290 0.883 3.418 0.7 -0.6 -0.1 -0.268
C 3.129 -0.505 4.025 0.2 -0.2 0.4 -0.095
C 1.543 1.867 4.769 -0.1 -0.6 -0.2 -0.260
C 0.211 2.586 4.794 -0.2 0.5 -0.4 -0.090
H 1.741 1.992 0.918 0.1 0.0 0.1 0.055
H 3.394 2.532 0.880 0.0 0.4 -0.2 0.056
H 1.975 3.681 0.711 0.6 0.3 0.0 0.069
H 3.215 3.491 3.110 0.1 -0.2 0.2 0.120
H 1.481 3.612 2.954 0.0 -0.1 0.1 0.094
H 3.656 0.756 2.394 -0.4 0.1 -0.1 0.101
H 4.148 1.375 3.921 -0.3 0.2 0.2 0.122
H 2.332 -1.096 3.571 -0.1 0.2 -0.1 0.074
H 4.053 -1.083 3.942 0.0 0.1 -0.3 0.070
H 2.961 -0.466 5.104 -0.2 0.1 -0.1 0.062
H 2.266 2.341 5.455 0.0 0.0 0.0 0.129
H 1.340 0.852 5.103 0.2 0.1 0.4 0.070
H 0.299 3.663 4.634 0.0 0.0 0.0 0.064
H -0.317 2.464 5.740 0.1 -0.2 0.1 0.056
H -0.418 2.198 3.987 0.0 0.0 0.1 0.083
C 4.293 1.246 -1.994 0.4 -0.1 -0.3 -0.071
C 4.698 -0.093 -2.604 -0.3 0.7 -0.1 -0.259
N 4.090 -1.205 -1.884 0.6 -0.6 -0.4 -0.179
C 4.227 -2.430 -2.680 0.4 -0.2 -0.2 -0.263
C 3.473 -2.374 -4.001 -0.2 -0.3 0.2 -0.090
C 4.742 -1.406 -0.580 -0.7 0.1 0.0 -0.246
C 3.739 -2.020 0.386 0.6 -0.6 0.2 -0.080
H 3.208 1.268 -1.896 0.0 0.1 0.2 0.060
H 4.600 2.044 -2.674 0.0 0.1 0.1 0.075
H 4.775 1.410 -1.032 -0.2 0.2 0.1 0.056
H 4.322 -0.045 -3.626 0.0 -0.4 0.0 0.080
H 5.795 -0.176 -2.692 0.0 -0.1 0.2 0.128
H 5.301 -2.603 -2.888 -0.1 0.0 0.0 0.117
H 3.914 -3.310 -2.115 -0.2 0.2 0.2 0.106
H 4.054 -1.808 -4.725 -0.3 0.1 -0.2 0.061
H 3.292 -3.370 -4.410 0.3 -0.1 0.0 0.075
H 2.474 -1.962 -3.834 0.1 0.3 -0.1 0.060
H 5.081 -0.433 -0.236 0.1 -0.1 0.2 0.096
H 5.613 -2.072 -0.661 0.1 0.1 -0.1 0.117
H 4.194 -2.227 1.360 0.0 0.3 0.0 0.069
H 3.485 -3.018 0.020 -0.4 0.1 -0.1 0.064
H 2.847 -1.411 0.499 0.0 0.0 0.0 0.054
C -0.457 -1.082 6.449 0.2 -0.3 0.4 -0.074
C -1.645 -1.031 7.408 -0.1 0.2 -0.4 -0.258
N -1.221 -0.626 8.738 0.1 0.4 0.2 -0.207
C -1.058 0.822 8.880 0.3 0.0 0.1 -0.259
C 0.186 1.158 9.705 0.1 -0.2 -0.7 -0.082
C -2.017 -1.192 9.816 -0.2 -0.3 -0.1 -0.267
C -1.756 -2.690 10.009 -0.3 0.4 -0.1 -0.086
H 0.355 -1.599 6.965 0.0 0.0 -0.1 0.080
H -0.102 -0.081 6.210 -0.1 0.0 0.0 0.034
H -0.665 -1.613 5.519 -0.2 0.1 0.0 0.072
H -2.395 -0.343 6.977 -0.1 -0.1 0.2 0.118
H -2.124 -2.007 7.474 0.1 -0.1 0.0 0.104
H -0.937 1.264 7.888 -0.1 0.0 0.0 0.092
H -1.948 1.288 9.328 -0.1 -0.1 -0.1 0.115
H 1.059 0.827 9.135 0.0 -0.1 0.1 0.070
H 0.312 2.234 9.831 -0.2 0.0 0.3 0.068
H 0.183 0.613 10.647 0.0 0.2 0.2 0.064
H -3.093 -1.018 9.637 0.0 0.0 0.1 0.118
H -1.774 -0.674 10.745 0.1 0.1 -0.1 0.107
H -0.686 -2.870 9.926 0.0 -0.1 0.1 0.076
H -2.286 -3.282 9.263 0.1 -0.1 0.0 0.060
H -2.125 -3.001 10.986 0.1 -0.1 0.0 0.068
C -1.677 -1.009 1.302 -0.2 0.2 0.8 -0.075
C -0.445 -0.549 0.553 0.4 -0.2 0.1 -0.259
N -0.579 -0.618 -0.886 -1.0 0.8 0.0 -0.191
C 0.546 -0.008 -1.559 0.5 -0.3 -0.4 -0.262
C 0.351 0.258 -3.047 -0.1 -0.1 0.2 -0.073
C -1.023 -1.889 -1.437 0.8 0.4 -0.4 -0.228
C -0.020 -3.047 -1.270 -0.6 -0.1 -0.3 -0.056
H -2.532 -0.377 1.055 -0.1 -0.2 -0.3 0.066
H -1.539 -0.886 2.382 0.2 0.1 -0.1 0.072
H -1.930 -2.065 1.207 0.0 0.0 -0.4 0.049
H -0.249 0.494 0.818 0.0 0.0 0.0 0.106
H 0.455 -1.097 0.904 -0.2 -0.1 0.0 0.110
H 1.426 -0.665 -1.453 0.2 0.3 0.0 0.089
H 0.801 0.958 -1.115 -0.2 -0.2 0.4 0.100
H 0.174 -0.689 -3.557 0.2 0.2 -0.4 0.039
H 1.251 0.745 -3.430 0.1 -0.2 -0.1 0.054
H -0.476 0.942 -3.255 -0.2 -0.1 0.1 0.081
H -2.013 -2.128 -1.053 0.0 -0.1 0.2 0.095
H -1.165 -1.704 -2.504 -0.1 -0.1 0.0 0.082
H -0.110 -3.708 -2.137 0.0 -0.2 0.2 0.070
H 1.013 -2.698 -1.260 0.0 0.0 0.2 0.052
H -0.245 -3.618 -0.369 0.3 -0.1 0.0 0.062
C 0.384 -2.259 -6.278 -0.2 0.8 -1.0 -0.151
C 0.268 -2.230 -7.823 0.8 -0.5 0.0 -0.158
C -1.240 -2.286 -8.093 0.0 -0.1 0.4 -0.181
O -1.862 -2.402 -6.807 -0.2 -0.2 -0.2 -0.131
C -1.004 -1.771 -5.898 0.0 0.3 1.4 -0.249
H 1.196 -1.593 -5.990 0.0 -0.2 0.4 0.091
H 0.518 -3.276 -5.921 0.2 0.0 0.2 0.115
H 0.790 -3.078 -8.273 -0.2 -0.1 0.1 0.105
H 0.803 -1.367 -8.225 -0.5 0.3 0.0 0.093
H -1.497 -3.187 -8.645 -0.2 0.1 -0.2 0.117
H -1.627 -1.390 -8.583 0.1 0.0 -0.2 0.117
H -1.244 -2.031 -4.860 -0.3 -0.5 -0.3 0.102
H -1.175 -0.682 -5.876 0.5 0.0 -0.6 0.123
C -0.868 6.154 -3.581 -0.7 0.3 0.7 -0.170
C -0.953 4.637 -3.443 0.7 0.0 -0.3 -0.157
C 0.253 4.344 -2.533 -0.8 -0.6 0.5 -0.216
O 1.087 5.489 -2.560 0.3 -0.1 -0.2 -0.135
C 0.631 6.367 -3.590 0.2 0.0 0.0 -0.206
H -1.249 6.635 -2.671 0.1 -0.1 0.0 0.118
H -1.479 6.580 -4.376 0.4 -0.1 -0.4 0.113
H -0.756 4.203 -4.428 -0.2 -0.1 0.0 0.102
H -1.881 4.239 -3.042 -0.1 0.1 0.0 0.110
H 0.757 3.410 -2.809 0.3 0.3 -0.3 0.090
H -0.082 4.157 -1.506 0.1 0.3 0.0 0.115
H 1.099 6.113 -4.552 -0.1 -0.1 0.0 0.110
H 0.954 7.372 -3.325 -0.1 0.0 0.0 0.121
C -4.395 -6.099 -1.501 0.0 -0.5 -0.4 -0.181
C -4.222 -4.621 -1.218 0.1 0.4 0.6 -0.168
C -3.391 -4.723 0.069 0.6 -0.9 -1.1 -0.206
O -3.922 -5.837 0.793 -0.2 0.4 0.3 -0.135
C -4.686 -6.636 -0.107 -0.1 -0.2 -0.1 -0.209
H -3.457 -6.504 -1.897 0.1 0.0 0.3 0.115
H -5.132 -6.403 -2.245 -0.3 0.3 0.2 0.113
H -5.170 -4.120 -1.005 -0.1 -0.1 -0.2 0.118
H -3.674 -4.067 -1.979 -0.1 0.0 -0.1 0.106
H -3.277 -3.818 0.658 -0.4 -0.1 0.3 0.102
H -2.392 -5.038 -0.278 0.1 0.4 0.3 0.111
H -5.751 -6.542 0.138 0.0 0.1 0.0 0.118
H -4.422 -7.690 0.008 0.1 0.1 0.1 0.117
C -5.939 2.471 2.270 -0.2 -0.4 0.2 -0.166
C -4.986 1.915 1.199 -0.4 0.7 0.0 -0.165
C -5.934 1.820 0.012 0.2 0.1 -0.2 -0.224
O -7.205 1.456 0.523 0.0 0.0 0.2 -0.146
C -7.289 1.821 1.915 0.7 0.1 -0.6 -0.182
H -6.009 3.558 2.224 0.1 0.0 -0.1 0.107
H -5.640 2.198 3.282 0.1 0.1 0.0 0.106
H -4.546 0.969 1.503 0.0 -0.1 -0.1 0.097
H -4.217 2.653 0.970 0.3 -0.3 0.1 0.109
H -5.649 1.110 -0.765 0.0 -0.2 0.1 0.118
H -5.970 2.808 -0.470 -0.2 0.0 0.0 0.117
H -7.420 0.901 2.485 -0.3 0.1 0.1 0.114
H -8.120 2.516 2.019 -0.2 -0.2 0.3 0.113
C 1.640 2.752 -6.331 0.5 0.3 0.2 -0.144
C 2.442 1.763 -7.198 -1.4 -0.9 0.5 -0.158
C 3.609 1.407 -6.297 0.2 0.7 -0.8 -0.209
O 3.915 2.636 -5.652 0.1 0.6 0.0 -0.144
C 2.646 3.170 -5.228 0.1 -0.9 0.1 -0.180
H 0.752 2.298 -5.896 -0.1 0.1 -0.1 0.097
H 1.391 3.616 -6.944 -0.4 0.0 0.2 0.105
H 2.696 2.185 -8.166 0.5 0.1 0.1 0.110
H 1.809 0.891 -7.406 0.2 0.0 -0.1 0.095
H 4.454 1.099 -6.914 0.3 -0.1 0.4 0.125
H 3.363 0.641 -5.553 -0.1 -0.1 -0.1 0.101
H 2.633 4.245 -5.061 0.7 0.0 -0.2 0.109
H 2.493 2.708 -4.243 -0.7 0.0 -0.1 0.090

***

2.
156
Properties=species:S:1:pos:R:3:forces:R:3:lowdin_charge:R:1 method="wB97M-V/def2-TZVPD" homo_ev=-8.224 lumo_ev=0.35 largest_force_ha_per_bohr=0.062
C -0.562 -8.109 -0.144 1.4 1.3 0.9 -0.030
C -1.639 -7.000 0.052 -0.5 -2.3 -0.3 -0.510
C -2.894 -7.815 0.329 -1.2 0.1 -0.1 -0.057
C -1.407 -6.100 1.294 1.8 0.0 -0.2 -0.102
C -0.481 -4.855 1.039 -1.4 -0.1 0.8 -0.181
C -1.011 -4.193 -0.188 -0.2 -0.6 -1.3 -0.135
C -0.928 -5.139 -1.501 -1.6 2.5 1.2 -0.444
C -1.560 -4.309 -2.636 -0.2 -0.7 -0.8 -0.048
C 0.468 -5.560 -1.973 0.6 0.0 1.5 -0.022
N -1.874 -6.243 -1.163 0.3 2.6 -0.1 -0.117
O -2.028 -6.990 -2.326 -0.2 -0.9 0.3 -0.013
H -0.540 -8.664 -1.082 -0.6 0.0 0.1 0.083
H 0.402 -7.603 -0.084 0.4 -0.1 -0.1 0.063
H -0.557 -8.782 0.712 -0.2 -0.2 -0.2 0.082
H -3.777 -7.185 0.438 0.1 0.3 0.6 0.084
H -3.232 -8.446 -0.493 0.7 -0.3 -0.2 0.084
H -2.719 -8.434 1.209 -0.3 0.0 0.1 0.086
H -2.348 -5.834 1.775 -0.2 0.5 -0.6 0.115
H -0.939 -6.692 2.081 0.2 -0.5 -0.1 0.113
H -0.732 -4.141 1.823 0.4 -0.1 0.5 0.106
H 0.598 -5.004 1.075 -0.1 -0.4 -0.2 0.107
H -0.759 -3.135 -0.258 1.1 -0.1 -0.7 0.108
H -2.068 -4.047 0.035 -0.4 -0.5 -0.4 0.112
H -1.614 -4.954 -3.512 0.4 0.1 -0.3 0.077
H -0.950 -3.435 -2.866 0.1 0.0 0.1 0.066
H -2.608 -4.018 -2.568 0.0 0.1 0.9 0.088
H 0.477 -6.377 -2.694 0.0 0.1 -0.2 0.083
H 1.055 -5.882 -1.113 0.0 -0.4 0.1 0.065
H 1.092 -4.748 -2.348 -0.5 0.2 -0.4 0.089
H -1.116 -7.202 -2.535 0.2 -0.7 -0.6 0.058
C 4.097 -1.482 -5.530 0.5 0.1 0.5 -0.036
C 3.875 -0.130 -6.133 0.4 1.9 1.4 -0.496
C 5.253 0.623 -6.390 -0.3 -1.3 0.7 -0.036
C 3.106 -0.228 -7.434 -0.9 0.5 -0.2 -0.132
C 1.541 -0.249 -7.303 1.3 0.7 0.3 -0.160
C 0.997 0.911 -6.470 0.9 -1.1 -0.2 -0.127
C 1.658 0.940 -5.044 0.3 -0.4 -1.7 -0.523
C 1.193 2.256 -4.503 1.5 2.5 0.0 -0.060
C 1.091 -0.107 -4.160 -0.6 -0.7 0.8 -0.044
N 3.138 0.844 -5.217 -0.7 0.6 -1.2 -0.088
O 3.880 1.236 -4.056 -0.5 -0.7 -0.7 -0.018
H 4.912 -1.942 -6.090 -0.4 -0.6 -0.3 0.089
H 4.498 -1.429 -4.518 -0.3 0.2 0.2 0.085
H 3.136 -1.997 -5.550 0.3 -0.5 0.0 0.078
H 5.178 1.704 -6.507 -0.4 -0.1 -0.2 0.082
H 5.884 0.436 -5.522 0.1 0.1 0.1 0.074
H 5.794 0.198 -7.236 -0.2 0.0 -0.2 0.082
H 3.607 0.594 -7.945 -1.2 0.2 -1.0 0.108
H 3.239 -1.138 -8.019 1.0 -0.1 0.3 0.118
H 1.147 -0.219 -8.319 -0.2 -0.2 0.1 0.109
H 1.329 -1.203 -6.820 -0.4 -0.1 -0.2 0.097
H -0.085 0.837 -6.362 -0.1 0.0 0.1 0.108
H 1.209 1.791 -7.076 0.1 0.4 0.5 0.119
H 1.602 2.981 -5.206 -0.2 0.4 -0.2 0.086
H 1.644 2.623 -3.582 0.0 -0.7 0.4 0.082
H 0.123 2.454 -4.441 -0.1 -0.6 -0.2 0.091
H 1.053 -1.135 -4.521 0.1 0.0 -0.3 0.081
H 0.075 0.247 -3.986 -0.2 -0.6 0.5 0.057
H 1.665 -0.104 -3.234 -0.2 0.0 0.2 0.090
H 4.363 1.969 -4.444 0.2 0.3 0.5 0.086
C -1.833 1.956 2.970 0.1 -0.4 1.5 -0.054
C -2.146 3.478 3.030 -1.3 -1.4 -1.5 -0.413
C -1.406 4.053 1.769 0.8 2.1 1.6 -0.037
C -3.727 3.590 2.693 2.3 0.6 -1.9 -0.117
C -4.280 4.919 3.093 -0.4 0.5 1.1 -0.211
C -3.989 5.340 4.504 0.6 -0.2 0.5 -0.157
C -2.454 5.294 4.896 -0.4 1.0 0.2 -0.443
C -1.646 6.573 4.377 -0.8 -0.9 -0.8 -0.012
C -2.506 5.364 6.440 0.7 -1.1 -0.7 -0.048
N -1.848 4.021 4.396 -2.2 -0.5 -0.1 -0.104
O -0.513 3.873 4.783 -0.3 0.4 -0.6 -0.003
H -2.402 1.461 3.757 -0.1 0.0 0.1 0.080
H -2.066 1.402 2.061 -0.3 0.7 -0.4 0.072
H -0.798 1.697 3.189 0.2 0.4 0.0 0.072
H -1.651 5.100 1.588 -1.2 0.0 -0.5 0.067
H -0.389 4.348 2.026 0.8 -1.1 0.1 0.071
H -1.426 3.468 0.849 -0.2 -0.1 0.4 0.067
H -3.696 3.672 1.607 0.4 0.3 -0.5 0.098
H -4.328 2.686 2.591 -0.2 -0.2 2.0 0.117
H -3.790 5.768 2.616 -0.3 -0.4 -1.4 0.103
H -5.364 4.923 2.978 0.0 0.4 -0.4 0.119
H -4.635 4.779 5.179 0.5 -0.4 0.4 0.113
H -4.337 6.366 4.624 0.2 0.2 0.1 0.119
H -0.568 6.442 4.280 0.1 -0.4 0.2 0.066
H -1.741 7.499 4.944 -0.5 -0.2 0.2 0.079
H -2.010 6.736 3.363 0.1 0.4 -0.1 0.060
H -1.487 5.252 6.810 -0.1 0.0 0.4 0.078
H -3.124 4.521 6.749 0.2 0.0 0.4 0.079
H -2.954 6.289 6.803 0.1 0.0 -0.2 0.084
H -0.136 4.569 4.240 1.2 0.1 0.1 0.063
C 4.495 2.770 4.112 -0.3 0.0 -0.3 -0.058
C 4.921 1.411 4.657 -0.8 1.6 1.3 -0.479
C 3.746 0.466 4.366 1.4 -1.0 -0.1 -0.034
C 6.311 1.017 3.947 -2.5 0.7 1.6 -0.113
C 6.933 -0.095 4.733 0.6 0.1 -1.5 -0.205
C 7.162 0.253 6.195 0.2 -1.2 -1.7 -0.139
C 5.911 0.677 6.930 -0.7 -0.7 -1.0 -0.544
C 5.161 -0.612 7.317 0.1 -0.1 1.4 -0.036
C 6.426 1.358 8.129 -0.1 1.0 2.5 -0.064
N 5.090 1.636 6.139 1.7 -0.2 0.9 -0.062
O 3.974 2.093 6.982 1.2 -0.3 -1.9 -0.015
H 4.183 2.530 3.096 -0.1 0.7 -0.3 0.081
H 3.662 3.199 4.669 -0.2 -0.3 0.0 0.076
H 5.250 3.556 4.137 0.4 -0.3 -0.1 0.083
H 2.768 0.824 4.689 0.1 0.4 -0.5 0.087
H 3.880 0.257 3.304 -1.0 0.0 -0.2 0.083
H 3.888 -0.495 4.860 0.1 -0.1 0.0 0.059
H 6.049 0.766 2.919 0.1 -0.1 0.0 0.117
H 6.935 1.910 3.943 0.0 0.0 0.0 0.117
H 6.373 -1.014 4.562 -0.4 -0.1 0.5 0.112
H 7.851 -0.320 4.189 0.6 -0.1 0.5 0.111
H 7.978 0.964 6.327 -0.1 0.0 -0.2 0.122
H 7.464 -0.736 6.539 0.3 0.3 1.0 0.121
H 5.730 -1.254 7.989 0.9 0.2 -0.1 0.079
H 4.887 -1.328 6.543 -0.5 0.6 -0.2 0.075
H 4.410 -0.335 8.058 -1.0 -0.1 -0.7 0.083
H 7.121 2.169 7.914 0.2 -0.3 -0.3 0.092
H 6.869 0.630 8.810 0.5 -0.1 -0.2 0.093
H 5.701 1.847 8.779 -0.6 -0.1 -0.3 0.084
H 3.319 1.391 6.978 -0.3 -0.4 -0.1 0.075
C -2.536 -0.937 -4.375 -0.9 0.2 -1.9 -0.045
C -3.593 -1.575 -5.342 0.1 0.3 1.3 -0.284
O -4.625 -2.166 -4.589 -0.6 -0.3 0.9 -0.097
H -2.030 -0.232 -5.035 1.0 -0.4 -0.1 0.059
H -1.901 -1.698 -3.921 0.0 0.4 0.1 0.057
H -2.942 -0.195 -3.688 -0.6 -0.8 0.4 0.053
H -3.176 -2.391 -5.934 0.6 0.5 -0.4 0.113
H -4.072 -0.808 -5.951 0.5 0.2 -0.4 0.108
H -5.185 -2.665 -5.188 -0.1 -0.1 0.0 0.084
C -5.878 -2.821 -0.261 0.4 0.0 1.4 -0.098
C -6.311 -2.434 -1.609 0.5 0.1 -1.5 -0.347
O -6.788 -3.603 -2.282 -0.7 0.4 0.1 -0.072
H -5.160 -3.639 -0.204 0.2 0.1 -0.4 0.072
H -6.724 -3.140 0.348 -0.2 0.1 0.0 0.078
H -5.453 -1.940 0.221 0.2 0.0 0.2 0.077
H -5.544 -2.015 -2.261 0.7 -0.1 0.4 0.086
H -6.991 -1.584 -1.541 -0.9 -0.3 0.0 0.110
H -7.243 -3.293 -3.068 -0.1 -0.2 -0.2 0.072
C -0.090 1.450 -0.783 0.0 -0.7 -0.1 -0.061
C -1.288 0.570 -1.073 -0.6 -0.9 -0.9 -0.306
O -2.426 1.330 -1.467 -0.3 0.5 0.2 -0.097
H -0.377 2.468 -1.048 0.3 0.1 0.3 0.076
H 0.701 1.112 -1.452 0.2 0.3 0.1 0.049
H 0.259 1.317 0.241 0.0 0.5 0.0 0.071
H -1.604 -0.126 -0.296 0.2 0.3 0.5 0.104
H -1.069 -0.097 -1.907 0.3 -0.1 -0.1 0.081
H -2.691 1.069 -2.352 0.0 0.0 0.1 0.029
C -3.952 3.546 -3.262 1.4 -0.1 0.3 -0.107
C -4.938 4.667 -3.416 -1.8 -1.1 0.2 -0.303
O -5.839 4.466 -4.515 0.5 0.5 -0.9 -0.091
H -3.296 3.275 -4.088 -0.4 0.3 -0.6 0.072
H -4.402 2.619 -2.906 -0.2 0.1 0.0 0.069
H -3.224 3.862 -2.515 -0.1 -0.1 0.4 0.070
H -4.540 5.681 -3.438 0.2 -0.2 -0.4 0.114
H -5.576 4.576 -2.537 0.2 0.5 0.5 0.107
H -6.641 3.991 -4.284 0.3 0.0 0.4 0.076

***

For the records above, the corresponding relative energy (zero: lowest compared OMol25 entry of this formula, charge and spin) values read 0.417; 6.242 eV.
For the records above, the corresponding E_tot values read -63444.080; -69578.636 eV.